DFT (ωB97M-V/def2-TZVPD) results for C4H7N3 in the gas phase in a non-equilibrium geometry.

Computed properties:
* ΔE to the lowest compared entry with this formula, charge and spin: 282.81 kJ/mol
* F_max: 2.8 eV/A
* charge: 0
* DFT total energy: -8728.748 eV
* HOMO: -0.2941 Eh
* LUMO energy: 0.26 eV
* gap between HOMO and LUMO: 8.26 eV

Last column: Löwdin charge in e.
Atoms and positions in Å:
C 1.824 -0.265 -0.104  -0.02
N -0.152 -0.974 1.272  0.16
C 0.389 -0.498 0.186  -0.31
N -0.583 1.446 -1.015  0.06
C -0.758 0.123 -0.503  -0.28
C -1.731 -0.330 0.824  -0.37
N -2.803 -0.380 1.295  0.05
H 0.271 -1.744 1.790  0.12
H -0.562 2.139 -0.276  0.09
H -1.318 1.700 -1.663  0.08
H -1.163 -0.575 -1.240  0.15
H 1.946 0.135 -1.109  0.08
H 2.368 -1.213 -0.059  0.09
H 2.270 0.437 0.602  0.10